{
  "formula": "C3H10NOS",
  "method": "the ωB97M-V functional and the def2-TZVPD basis",
  "spin_multiplicity": 1,
  "charge": -1,
  "fmax_ev_per_a": 3.5,
  "gap_ev": 6.1,
  "lumo_ev": 3.70,
  "homo_ev": -2.37,
  "elements": ["C", "C", "C", "S", "N", "H", "H", "H", "H", "H", "H", "H", "H", "H", "H", "O"],
  "coordinates": [[-0.2852, -0.9602, -0.3487], [-0.1918, 0.1361, 0.7491], [-0.2048, 1.5936, 0.1109], [0.5093, 2.6675, 1.3922], [-1.4361, -0.0280, 1.5396], [-0.7622, -0.6929, -1.2926], [-0.8276, -1.8269, 0.0531], [0.6922, -1.4368, -0.4751], [0.7247, 0.0192, 1.3074], [0.3924, 1.7748, -0.7850], [-1.2660, 1.7881, -0.1270], [-1.1779, -0.1958, 2.4964], [-2.1263, 0.6584, 1.2917], [2.6532, -1.4193, -1.5984], [1.2149, -0.9324, -1.9698], [2.0912, -1.1456, -2.3437]]
}

{
  "formula": "C3H10NOS",
  "method": "the ωB97M-V functional and the def2-TZVPD basis",
  "spin_multiplicity": 1,
  "charge": -1,
  "fmax_ev_per_a": 5.0,
  "gap_ev": 6.8,
  "lumo_ev": 4.02,
  "homo_ev": -2.82,
  "elements": ["C", "C", "C", "S", "N", "H", "H", "H", "H", "H", "H", "H", "H", "H", "H", "O"],
  "coordinates": [[-1.1257, -0.8163, 1.9866], [-0.1382, -0.0201, 1.0930], [-0.0827, -0.8276, -0.3181], [-0.0828, 0.3400, -1.7696], [-0.6856, 1.4464, 1.1755], [-1.0918, -1.9670, 1.7911], [-2.1687, -0.5863, 1.7274], [-0.9773, -0.5852, 3.1224], [0.8557, 0.0772, 1.5204], [0.8454, -1.3317, -0.3589], [-0.9054, -1.4602, -0.6420], [-0.1069, 1.9884, 0.5751], [-1.5540, 1.3519, 0.8105], [1.7135, 1.0068, -3.2402], [2.9922, 0.2967, -3.6328], [2.5124, 1.0869, -3.8402]]
}

{
  "formula": "C3H10NOS",
  "method": "the ωB97M-V functional and the def2-TZVPD basis",
  "spin_multiplicity": 1,
  "charge": -1,
  "fmax_ev_per_a": 1.3,
  "gap_ev": 6.8,
  "lumo_ev": 4.10,
  "homo_ev": -2.73,
  "elements": ["C", "C", "S", "C", "N", "H", "H", "H", "H", "H", "H", "H", "H", "H", "H", "O"],
  "coordinates": [[-0.1802, 1.5865, 0.0187], [-0.7490, 0.1624, -0.1043], [0.4638, -1.1265, 0.3367], [0.7689, 1.9330, -1.1048], [0.0434, 2.2323, -2.3249], [0.2661, 1.6701, 1.0190], [-0.9805, 2.3272, 0.0998], [-1.1541, 0.0555, -1.1112], [-1.5915, 0.0523, 0.5886], [1.3951, 1.0246, -1.1881], [1.4434, 2.7382, -0.8272], [0.4762, 1.8836, -3.1638], [-0.9256, 1.9615, -2.2948], [-0.2410, -3.3186, 3.2363], [-0.5092, -2.5224, 1.9642], [-0.7426, -3.3688, 2.4126]]
}